The following is a quantum chemistry calculation of a structure of composition C13H23MnN2O2P at a distorted geometry, from OMol25.

XYZ file:
```
42
C13H23MnN2O2P, DFT ωB97M-V/def2-TZVPD
C -2.84 0.22 -4.08
C -2.63 -1.01 -3.46
C -1.85 -1.09 -2.28
C -1.30 0.07 -1.74
C -1.53 1.30 -2.37
C -2.32 1.38 -3.52
C -1.67 -2.43 -1.61
C -0.25 -2.97 -1.42
N 0.81 -1.93 -1.22
Mn 0.08 -0.07 -0.07
C -0.86 2.54 -1.82
P 0.80 2.03 -1.16
H -3.05 -1.92 -3.89
H -2.47 2.35 -4.00
H -3.41 0.27 -5.01
H -1.40 2.96 -0.96
H -0.73 3.30 -2.59
H -2.14 -2.42 -0.61
H -2.19 -3.19 -2.21
H -0.23 -3.61 -0.53
C 1.46 3.40 -0.18
C 1.80 1.98 -2.69
H 0.04 -3.58 -2.29
C 1.38 -1.53 -2.52
C 1.89 -2.49 -0.38
H 0.07 1.08 1.52
H 1.83 -2.39 -3.03
H 0.60 -1.11 -3.15
H 2.14 -0.76 -2.36
H 2.46 -3.27 -0.91
H 2.58 -1.67 -0.10
H 1.46 -2.89 0.54
H 1.90 2.99 -3.12
H 2.79 1.61 -2.41
H 1.37 1.31 -3.44
H 1.60 4.31 -0.78
H 0.80 3.62 0.67
H 2.43 3.08 0.22
H 0.85 1.03 1.42
O -1.37 -2.52 3.03
N -1.01 -1.47 2.50
O -0.63 -1.55 1.25
```

Its spin multiplicity is 6. The total energy comes out at -61534.649 eV. The frontier orbital gap (alpha / beta) is 0.272 / 0.283 Ha. Its total charge is 0. Its expectation value of S² is 8.76.

These are the natural (NBO) partial charges, in e, on atoms 1 to 5: number 1, C, carries -0.224; number 2, C, carries -0.239; number 3, C, carries 0.060; number 4, C, carries -0.568; number 5, C, carries -0.076